Below is a gas-phase ion, C3H3N2S (charge +1), with properties calculated with the ωB97M-V functional and the def2-TZVPD basis.

Geometry (Å):
C (-1.211, 0.125, 1.296)
C (0.854, 0.439, 0.100)
C (0.956, -0.173, -1.246)
N (-1.154, -0.696, 0.318)
N (-0.023, -0.632, -0.290)
S (0.205, 1.239, 1.381)
H (-2.029, 0.165, 1.991)
H (0.637, 0.409, -2.111)
H (1.765, -0.875, -1.439)

Calculated values
Strongest force on any atom = 5.4 eV/Å
HOMO = -15.86 eV
Charge = +1
2S+1 = 1
Frontier orbital gap = 10.0 eV
Energy above the lowest of the compared OMol25 structures with the same formula, charge and spin = 66.1 kcal per mole

Partial atomic charges computed with the Löwdin method, in multiples of e: -0.281, -0.364, 0.051, 0.066, -0.052, 1.203, 0.103, 0.138, 0.137